The following is a quantum chemistry calculation of a cluster of 2 separate species, C5H8N2 in total, from the Open Molecules 2025 dataset.

**Frontier orbital gap**: 0.3357 hartree
**HOMO energy**: -0.30229 Ha
**LUMO energy**: 0.9 eV

Structure (XYZ):
```
15
C5H8N2 (the ωB97M-V functional and the def2-TZVPD basis)
C -0.7449 -0.4305 -1.0781
C -1.7512 0.3681 -0.9175
C -1.8210 -0.9211 -0.1544
H 0.2126 -0.6752 -1.5153
H -2.2569 1.2909 -1.1594
H -2.4959 -1.7124 -0.4904
H -1.6439 -0.9336 0.9271
N 0.0751 1.9232 1.2571
C 0.8188 0.9612 1.0499
C 1.5747 -0.0846 0.8012
N 2.4356 -0.2305 -0.3249
H -0.7949 1.8202 0.7157
H 1.4573 -0.9605 1.4310
H 3.3797 -0.4594 -0.0296
H 2.4804 0.6239 -0.8698
```

Mulliken population analysis, charges in e, atoms 1 to 8:
1. C -0.1959
2. C -0.6090
3. C -0.4038
4. H 0.4047
5. H 0.4260
6. H 0.2178
7. H 0.1727
8. N -0.6220


The following is a quantum chemistry calculation of a structure of composition C16H30EuI2NOP2, from the Open Molecules 2025 dataset.

**⟨S²⟩**: 12.08
**Frontier orbital gap (spin up / spin down)**: 0.2521 / 0.1658 hartree
**HOMO energy (spin up / spin down)**: -0.51196 / -0.51278 Ha
**LUMO energy (spin up / spin down)**: -7.1 / -9.4 eV
**2S+1**: 7
**Charge**: +2

Structure (XYZ):
```
53
C16H30EuI2NOP2 (the ωB97M-V functional and the def2-TZVPD basis)
I -0.7556 -2.2756 -4.9062
I -4.2301 -2.1072 -1.3075
Eu -1.4025 -1.4574 -2.1057
P -0.4558 -3.2146 0.0463
C -1.2649 -3.8555 1.5539
C -0.9913 -4.5088 -1.1564
H -0.6883 -5.4853 -0.7479
H 1.3063 -4.7665 0.7043
H -0.5389 -4.3413 -2.1518
H 1.8800 -3.5838 -0.5400
H -2.3514 -3.7917 1.4296
H -2.0852 -4.4703 -1.2805
C 1.2756 -3.7205 0.3667
H -0.9508 -4.8974 1.7232
H 1.6963 -3.0673 1.1389
H -0.9693 -3.2314 2.4070
P -1.3029 1.4700 -1.9035
C -2.4095 2.7375 -1.1780
C 0.1600 2.5030 -2.2795
H -1.5139 0.6492 -4.2327
H -2.1160 2.3486 -3.9968
H -3.1023 0.9366 -3.4887
C -2.0794 1.3345 -3.5708
H 0.8887 1.9178 -2.8539
H -0.1434 3.4013 -2.8340
H -2.4507 3.6058 -1.8550
H -2.0266 3.0524 -0.1983
H 0.6459 2.7948 -1.3425
H -3.4105 2.3070 -1.0510
C -1.9402 -0.5430 0.3316
O -2.3460 -0.2553 1.3757
C 0.6985 1.9892 4.0955
N 0.5207 2.2555 2.6994
C 0.7104 3.5705 2.1751
C 0.1945 1.1852 1.8062
C 1.3173 0.6732 0.9272
C 2.6683 0.9114 1.2715
C 3.7036 0.5034 0.4276
C 3.3797 -0.1807 -0.7423
C 2.0208 -0.4430 -1.0770
C 1.0145 0.0076 -0.2486
H 0.5241 2.9224 4.6454
H 1.7344 1.6351 4.2682
H -0.0016 1.1958 4.4114
H 1.7718 3.7245 1.9137
H 0.0902 3.7260 1.2760
H 0.4463 4.2932 2.9536
H -0.1572 0.3454 2.4340
H -0.6228 1.5549 1.1442
H 2.8881 1.4215 2.2119
H 4.7309 0.7202 0.7154
H 4.2010 -0.5005 -1.3922
H 1.8388 -0.9964 -2.0126
```

Mulliken population analysis, charges in e, atoms 1 to 8:
1. I -0.2366
2. I -0.2078
3. Eu 0.1652
4. P 0.8733
5. C -1.2517
6. C -1.4005
7. H 0.4163
8. H 0.4507


The following is a quantum chemistry calculation of a structure of composition C2H2FLiORh, from the Open Molecules 2025 dataset.

**⟨S²⟩**: 6.01
**Frontier orbital gap (spin up / spin down)**: 0.3993 / 0.2711 hartree
**HOMO energy (spin up / spin down)**: -0.96284 / -0.96960 Ha
**LUMO energy (spin up / spin down)**: -15.3 / -19.0 eV
**2S+1**: 5
**Charge**: +3

Structure (XYZ):
```
8
C2H2FLiORh (the ωB97M-V functional and the def2-TZVPD basis)
H -0.6657 1.8105 -0.6495
C -0.6062 -1.0685 -0.0560
C -1.1855 0.1219 -0.1343
O -0.2763 1.1827 0.0357
Li -3.0792 0.5044 0.7433
Rh 1.5252 0.6615 0.3778
F 0.8485 -1.1093 0.0782
H -1.0132 -2.0627 0.0926
```

From a Mulliken analysis of the wavefunction, the atomic charges in e read:
1. H 0.4955
2. C 0.2465
3. C -0.1167
4. O -0.4893
5. Li 1.0045
6. Rh 1.7275
7. F -0.2748
8. H 0.4067


The following is a quantum chemistry calculation of a cluster of 2 separate species, C4H9NO3 in total, from the Open Molecules 2025 dataset.

**Frontier orbital gap**: 0.2985 hartree
**HOMO energy**: -0.31306 Ha
**LUMO energy**: -0.4 eV

Structure (XYZ):
```
17
C4H9NO3 (the ωB97M-V functional and the def2-TZVPD basis)
C -0.2346 0.2700 -0.3822
C -1.8603 0.3644 -0.3270
C 0.4683 -0.0791 0.9003
C 0.4700 -1.0040 -0.2685
H 0.0803 1.7689 -1.3819
H 0.6825 1.8067 0.2710
H -2.1017 0.2457 -1.3259
H -2.1463 1.2738 0.0990
H -3.6609 -1.3096 -0.1269
H -0.3662 -0.1198 1.5891
H 2.3923 0.0668 0.3712
H 0.0329 -1.9547 -0.3281
H 1.8836 -0.0264 -1.0517
N 0.6377 1.3512 -0.6863
O -2.8149 -0.3816 0.4441
O 1.7182 0.3667 1.1697
O 1.8066 -1.0498 -0.7197
```

Mulliken population analysis, charges in e, atoms 1 to 8:
1. C 0.7293
2. C -0.8693
3. C -0.6543
4. C -0.2828
5. H 0.2331
6. H 0.2872
7. H 0.4693
8. H 0.3394


F_max / eV Å⁻¹: 0.63 3.54 7.80 6.16